[1]
A single C11H14N2O2 molecule at a distorted geometry. Source: OMol25; level of theory: the ωB97M-V functional and the def2-TZVPD basis.

Last column: natural (NBO) charge in e.
Atoms and positions in Å:
1 C 0.672940 -3.064013 -1.713384  -0.322
2 C -0.426923 -2.425657 -2.053533  -0.079
3 C 1.203473 -2.839001 -0.391620  0.109
4 C -1.170462 1.013309 0.571495  0.717
5 C -1.259428 -1.603241 1.366914  0.463
6 C -1.007783 -1.320217 -1.223598  -0.487
7 C -0.955541 2.527727 0.574128  -0.508
8 C 0.383546 3.062439 0.796762  -0.412
9 C 1.451314 2.243851 0.205091  -0.373
10 C 1.247530 0.769633 0.618321  -0.210
11 C -0.371856 -1.216794 0.149654  0.154
12 N 0.817622 -1.998996 0.491054  -0.403
13 N -0.037264 0.329040 0.293980  -0.447
14 O -2.270413 0.472766 0.638389  -0.630
15 O -1.088034 -1.120199 2.478835  -0.516
16 H 1.242969 -3.848963 -2.199239  0.225
17 H -0.834785 -2.577518 -3.052241  0.211
18 H 2.127358 -3.344839 -0.208274  0.179
19 H -2.152136 -2.152929 1.005945  0.126
20 H -0.744881 -0.421606 -1.835153  0.251
21 H -2.103962 -1.324324 -1.153344  0.257
22 H -1.453706 2.975326 -0.252408  0.234
23 H -1.569951 2.898525 1.322198  0.238
24 H 0.448255 4.087606 0.576445  0.214
25 H 0.646190 3.153648 1.824295  0.200
26 H 1.276481 2.142526 -0.903167  0.183
27 H 2.409315 2.633425 0.435578  0.218
28 H 1.962528 0.380912 -0.074826  0.208
29 H 1.557601 0.567563 1.711702  0.201

Atoms 1-3, force components in eV/Å:
C 0.2 -0.8 0.9
C -0.6 0.0 -1.3
C 0.5 1.2 0.7

Properties
Kohn-Sham gap = 0.33729 Ha
total energy = -687.4643 Eh
total charge = 0
SMILES = O=C[C@]1(N2CCCCC2=O)CC=CC=N1
relative energy (zero: lowest compared OMol25 entry of this formula, charge and spin) = 1.633 eV

[2]
A gas-phase ion, C11H14N3 (charge +1) at a distorted geometry. Source: OMol25; level of theory: the ωB97M-V functional and the def2-TZVPD basis.

Last column: natural (NBO) charge in e.
Atoms and positions in Å:
1 C 1.959520 -1.075943 0.406393  0.300
2 C -1.000029 -1.716458 2.134062  -0.187
3 C -0.314560 -2.365677 1.166677  -0.219
4 C -1.160942 -0.324987 2.516619  -0.214
5 C 0.338841 -1.340880 0.278579  -0.303
6 C -0.518583 0.692304 1.901924  -0.154
7 C 0.192814 0.339594 0.551950  0.255
8 C 3.132863 -1.457233 0.695634  -0.483
9 C 0.056299 1.713283 -1.313418  0.546
10 C -0.525877 2.559931 -2.475492  -0.641
11 C -1.700713 0.037456 -1.196751  -0.398
12 N 1.487448 0.888509 0.307150  -0.341
13 N -0.670023 0.937819 -0.502227  -0.414
14 N 1.319798 1.389741 -0.977928  -0.376
15 H -1.547827 -2.364289 2.852825  0.223
16 H -0.064128 -3.427115 1.062620  0.249
17 H -1.862408 -0.207841 3.316949  0.237
18 H 0.072665 -1.564135 -0.750061  0.236
19 H -0.807489 1.725260 2.064318  0.234
20 H 4.235158 -1.283062 0.567482  0.303
21 H 2.875255 -2.574730 0.868922  0.279
22 H -0.041172 3.529992 -2.384391  0.265
23 H -0.364851 2.118139 -3.366453  0.248
24 H -1.620485 2.579496 -2.203475  0.252
25 H -2.367590 0.697346 -1.768829  0.229
26 H -1.170048 -0.710186 -1.941662  0.203
27 H -2.144517 -0.406006 -0.354017  0.234
28 H 2.210581 1.609676 -1.457400  0.437

Atoms 1-3, force components in eV/Å:
C -3.3 3.5 -1.0
C -0.7 -3.3 1.3
C 0.7 2.9 0.8

Properties
Kohn-Sham gap = 0.29932 Ha
total energy = -591.3195 Eh
total charge = +1
relative energy (zero: lowest compared OMol25 entry of this formula, charge and spin) = 6.540 eV

[3]
A molecular structure, C11H14N3O7P2PdS5 at a distorted geometry. Source: OMol25; level of theory: the ωB97M-V functional and the def2-TZVPD basis.

Last column: natural (NBO) charge in e.
Atoms and positions in Å:
1 Pd 0.298705 -0.160440 0.275249  0.922
2 O 5.155909 -0.290092 4.484380  -0.459
3 C 4.164504 -0.080460 3.874582  0.224
4 S 4.094695 1.033305 2.463246  0.466
5 C 2.414860 0.822044 2.134667  -0.353
6 C 1.702142 -0.073956 2.962920  -0.433
7 S 0.069612 -0.389479 2.773479  0.338
8 S 2.594422 -0.868716 4.218583  0.440
9 S 1.708956 1.689437 0.869821  0.310
10 N 2.522853 -3.422045 -0.886216  -0.710
11 C 1.185416 -2.949598 -1.460903  -0.609
12 C 0.690243 -3.868086 -2.557245  -0.646
13 P 1.524460 -1.180051 -1.948206  2.340
14 O 2.263221 -1.416473 -3.349970  -1.003
15 O 2.497073 -0.751461 -0.877356  -1.161
16 O 0.304699 -0.326171 -2.099940  -1.116
17 P 0.076501 -2.824591 0.046230  2.338
18 O -0.394358 -4.340284 0.255043  -0.993
19 O 1.065278 -2.465402 1.119091  -1.164
20 O -1.092842 -1.892790 -0.130540  -1.032
21 H 2.940895 -4.190422 -1.404286  0.432
22 H 2.384853 -3.653421 0.106893  0.466
23 H 3.133790 -2.581882 -0.857588  0.478
24 H 1.405457 -3.909758 -3.379504  0.236
25 H -0.248771 -3.481476 -2.953373  0.259
26 H 0.510552 -4.869760 -2.166060  0.232
27 H 2.115549 -0.702371 -3.988543  0.528
28 H -1.361405 -4.431203 0.235367  0.527
29 N -4.275714 5.490091 0.824323  -0.744
30 C -3.896608 4.818238 -0.267555  0.080
31 S -4.348463 5.327993 -1.774906  -0.091
32 C -3.050908 3.604464 -0.068753  -0.053
33 C -2.570295 3.222355 1.185131  -0.222
34 C -1.779122 2.094196 1.294913  0.041
35 N -1.454712 1.344550 0.250979  -0.470
36 C -1.909153 1.688236 -0.955960  0.048
37 C -2.704368 2.801782 -1.152181  -0.187
38 H -4.844816 6.311760 0.714000  0.425
39 H -4.036087 5.201406 1.755707  0.391
40 H -2.778646 3.778136 2.088392  0.214
41 H -1.399617 1.787153 2.264070  0.206
42 H -1.619896 1.047679 -1.778986  0.241
43 H -3.058883 3.057546 -2.138991  0.265

Atoms 1-3, force components in eV/Å:
Pd -1.1 1.3 1.4
O 0.0 0.1 0.0
C -0.1 -0.2 0.2

Properties
Kohn-Sham gap (alpha / beta) = 0.17087 / 0.17079 Ha
total energy = -3920.0044 Eh
total charge = +1
relative energy (zero: lowest compared OMol25 entry of this formula, charge and spin) = 1.896 eV

[4]
A single C11H14N6OS molecule at a distorted geometry. Source: OMol25; level of theory: the ωB97M-V functional and the def2-TZVPD basis.

Last column: natural (NBO) charge in e.
Atoms and positions in Å:
1 N 1.127838 3.633120 -3.134894  -0.317
2 O -1.622813 -4.190438 2.744919  -0.606
3 C 1.288173 3.238314 -2.078234  0.286
4 N 0.409520 -0.942025 -2.081864  -0.728
5 N -1.239594 -0.811784 0.415799  -0.511
6 N 0.146928 -0.446074 2.279671  -0.483
7 S -1.578550 0.850062 -1.547914  0.330
8 C -1.576668 -3.434289 1.760624  0.681
9 C -0.458115 -0.046721 -2.469393  0.224
10 C -0.685301 -1.171540 1.550678  0.557
11 C -0.927362 0.399788 -0.020954  0.103
12 C 0.602645 0.675893 1.844584  0.278
13 C 0.008606 1.207183 0.739343  -0.113
14 N -0.242459 0.199703 -3.804229  -0.821
15 N -0.937316 -2.307588 2.234271  -0.590
16 C -2.122349 -3.719607 0.390378  -0.716
17 C 1.894522 1.251925 2.238478  -0.669
18 C 1.534821 2.483365 -0.905590  -0.533
19 C 0.415588 2.606548 0.160990  -0.411
20 H 0.210177 -1.231715 -1.140728  0.331
21 H -0.854984 0.815106 -4.339375  0.387
22 H 0.726264 0.055833 -4.225275  0.427
23 H -0.558065 -2.408807 3.161914  0.447
24 H -1.577223 -3.217866 -0.472675  0.252
25 H -3.091375 -3.358613 0.453754  0.246
26 H -2.167611 -4.794820 0.024534  0.256
27 H 1.933984 2.292634 2.507838  0.233
28 H 2.149603 0.646936 3.107809  0.244
29 H 2.640109 1.003723 1.464331  0.238
30 H 2.517145 2.827104 -0.371846  0.249
31 H 1.641361 1.465584 -1.160293  0.266
32 H 0.805806 3.214104 0.979474  0.219
33 H -0.413309 3.214960 -0.306124  0.243

Atoms 1-3, force components in eV/Å:
N -0.3 0.8 -1.0
O -1.2 -1.4 -2.0
C 0.3 -0.3 -0.5

Properties
Kohn-Sham gap = 0.32354 Ha
total energy = -1229.4797 Eh
total charge = 0
SMILES = [H]/N=C(/N)Sc1nc(NC(C)=O)nc(C)c1CCC#N
relative energy (zero: lowest compared OMol25 entry of this formula, charge and spin) = 1.355 eV

[5]
A molecular structure, C11H14N6OSeTl. Source: OMol25; level of theory: the ωB97M-V functional and the def2-TZVPD basis.

Last column: natural (NBO) charge in e.
Atoms and positions in Å:
1 Tl 0.365511 -3.205762 0.333396  0.376
2 N 0.156217 -0.350820 2.907729  -0.800
3 C -0.441375 0.445668 2.022955  0.605
4 N -0.848148 1.658196 2.441989  -0.594
5 C -1.429416 2.399457 1.514750  0.588
6 N -1.821862 3.660122 1.881794  -0.798
7 N -1.657477 2.048761 0.245532  -0.605
8 C -1.206970 0.825873 -0.055184  0.435
9 N -0.588524 -0.008766 0.753122  -0.521
10 C -1.423193 0.383763 -1.468421  0.140
11 C -2.059636 1.218157 -2.383449  -0.220
12 C -2.246902 0.755933 -3.674930  -0.185
13 C -1.792077 -0.508910 -4.011449  -0.260
14 C -1.157145 -1.258857 -3.030221  0.040
15 N -0.978039 -0.827026 -1.790772  -0.372
16 H 0.110606 -0.031478 3.861456  0.388
17 H 0.099968 -1.378063 2.777651  0.446
18 H -1.918116 3.809161 2.871289  0.391
19 H -2.507213 4.085695 1.282220  0.387
20 H -2.387162 2.198446 -2.071535  0.238
21 H -2.743666 1.376803 -4.410591  0.207
22 H -1.925829 -0.910626 -5.007228  0.211
23 H -0.770908 -2.251904 -3.239727  0.202
24 C 2.525226 -0.465507 -1.130850  -0.258
25 O 2.880108 -0.514236 0.265181  -0.509
26 C 3.089813 -1.708188 0.748642  0.279
27 C 3.340383 -1.589515 2.211278  -0.793
28 H 2.447561 0.588670 -1.388681  0.178
29 H 1.570828 -0.973383 -1.268100  0.226
30 H 3.300058 -0.957277 -1.715937  0.184
31 H 4.306533 -2.064363 2.410230  0.227
32 H 2.594788 -2.221198 2.709548  0.292
33 H 3.312899 -0.569327 2.604584  0.197
34 Se -0.196840 -3.659498 2.803730  -1.319

Atoms 1-3, force components in eV/Å:
Tl -0.1 -0.3 -0.1
N -0.2 0.3 0.0
C 0.0 -0.1 0.1

Properties
Kohn-Sham gap = 0.19166 Ha
total energy = -3405.2973 Eh
total charge = -1
relative energy (zero: lowest compared OMol25 entry of this formula, charge and spin) = 0.000 eV

[6]
2 unconnected molecules or ions with the total composition C11H14NO2P at a distorted geometry. Source: OMol25; level of theory: the ωB97M-V functional and the def2-TZVPD basis.

Last column: Mulliken spin population.
Atoms and positions in Å:
1 C 3.478311 -1.460258 -0.889446  0.003
2 C 2.638358 -2.302642 -0.187592  0.000
3 C 3.258617 -0.086929 -0.866398  -0.001
4 C 1.600403 -1.771377 0.573995  0.005
5 C 2.181857 0.448468 -0.092599  0.007
6 C 1.350793 -0.409074 0.602337  -0.017
7 C -1.124026 1.970635 -0.562770  -0.039
8 C -0.894794 0.509050 -0.645923  -0.025
9 C -2.422088 2.171623 0.258393  0.003
10 C -1.012104 -0.039178 0.727178  0.073
11 C 0.367904 0.131464 1.553118  0.066
12 N -3.863771 -1.420162 -0.235694  0.411
13 O -4.338027 -0.775098 -1.102945  0.290
14 O -3.707756 -2.623656 -0.165137  0.304
15 P -2.405895 0.759420 1.618650  0.927
16 H 4.402493 -1.725212 -1.451378  0.000
17 H 2.830134 -3.397139 -0.186372  0.000
18 H 3.824619 0.601720 -1.442553  0.000
19 H 0.952822 -2.436770 1.142636  0.001
20 H 1.935888 1.505037 -0.099545  -0.002
21 H -0.198458 2.494185 -0.117596  0.007
22 H -1.047833 2.436619 -1.683487  0.000
23 H -1.807357 0.032986 -1.103793  0.002
24 H -0.045867 0.325266 -1.291800  -0.001
25 H -2.263171 3.137274 0.778057  0.020
26 H -3.483053 2.115468 -0.164768  0.013
27 H -1.051630 -1.091055 0.728330  -0.014
28 H 0.330961 -0.323834 2.491873  -0.020
29 H 0.512665 1.223159 1.815235  -0.012

Atoms 1-3, force components in eV/Å:
C 1.3 1.1 -0.7
C 0.1 -1.1 0.3
C -2.3 0.4 1.3

Properties
Kohn-Sham gap (alpha / beta) = 0.28281 / 0.24871 Ha
total energy = -973.9275 Eh
total charge = 0
spin multiplicity = 3
relative energy (zero: lowest compared OMol25 entry of this formula, charge and spin) = 0.000 eV

Question: Which value of total charge does entry 4 give?
Answer: 0